# 1
The following is a quantum chemistry calculation of the molecule C3H4N2, from OMol25.

Calculated values
Net charge = 0
Energy relative to the best compared isomer or geometry (same formula, charge and spin) = 5.805 eV

Each line ends with the natural charge from an NBO analysis.
CARTESIAN COORDINATES (ANGSTROEM)
C 0.240 -0.661 0.649  -0.29
C -0.027 0.890 0.696  0.10
N -0.401 1.239 -0.600  -0.45
C 0.134 -0.053 -0.928  0.08
N -0.818 -1.153 -0.496  -0.49
H 1.296 -1.133 0.719  0.24
H -0.125 1.424 1.648  0.21
H 1.146 -0.248 -1.366  0.24
H -1.445 -0.305 -0.321  0.37

***

# 2
The following is a quantum chemistry calculation of the molecule C18H18N2O3, from OMol25.

Calculated values
Net charge = 0
Energy relative to the best compared isomer or geometry (same formula, charge and spin) = 16.403 eV

Each line ends with the natural charge from an NBO analysis.
CARTESIAN COORDINATES (ANGSTROEM)
C -5.357 -3.096 -0.404  -0.63
C -4.135 -2.077 -0.553  0.00
O -4.462 -0.928 0.313  -0.45
C -3.717 -0.001 0.440  0.24
C -4.141 0.851 1.213  -0.27
C -3.423 2.044 1.610  -0.18
C -2.258 2.154 1.042  -0.32
C -1.799 1.316 -0.140  0.37
C -2.631 0.195 -0.315  -0.36
H -2.187 -0.615 -0.930  0.21
O -0.689 1.521 -0.742  -0.50
C 0.157 2.499 -0.698  -0.04
C 1.483 1.971 -1.624  -0.14
N 2.259 1.108 -1.018  -0.47
C 1.846 -0.264 -1.491  0.27
N 2.369 -1.351 -0.862  -0.45
C 3.591 -1.358 -0.144  0.22
C 4.190 -2.401 0.307  -0.27
C 5.454 -2.131 0.950  -0.11
C 5.799 -0.939 1.520  -0.27
C 5.132 0.152 0.908  -0.11
C 3.921 0.161 0.352  -0.19
C 3.335 1.386 -0.176  0.66
O 3.584 2.461 0.235  -0.56
H 5.524 1.309 1.042  0.23
H 6.794 -0.896 2.011  0.24
H 5.878 -3.314 1.336  0.21
H 3.881 -3.145 -0.116  0.21
H 0.894 -0.370 -1.872  0.21
H 1.146 1.925 -2.456  0.17
H 2.127 3.138 -1.539  0.19
H 0.571 2.448 0.319  0.16
H -0.188 3.389 -0.860  0.17
H -1.587 3.029 1.026  0.19
H -3.708 2.832 2.258  0.22
H -5.057 1.111 1.930  0.23
H -3.308 -2.519 -0.424  0.16
H -4.189 -1.657 -1.305  0.14
H -5.208 -3.877 -1.144  0.21
H -5.622 -3.348 0.620  0.22
H -6.269 -2.714 -0.618  0.21

***

# 3
The following is a quantum chemistry calculation of a structure of composition C44H41AuN2O3PSi, from OMol25.

Calculated values
Net charge = +1
Energy relative to the best compared isomer or geometry (same formula, charge and spin) = 0.344 eV

Each line ends with the Löwdin charge.
CARTESIAN COORDINATES (ANGSTROEM)
Au -0.027 0.462 -0.173  1.19
N 1.644 0.461 -1.355  0.00
C 2.578 1.531 -1.034  -0.29
C 3.940 1.339 -1.133  0.00
C 4.786 2.395 -0.812  -0.04
C 4.273 3.617 -0.408  -0.04
C 2.899 3.790 -0.284  -0.06
C 2.047 2.736 -0.585  -0.30
P 0.266 2.707 -0.301  1.03
C -0.581 3.289 -1.771  -0.34
C 0.087 4.167 -2.629  -0.07
C -0.562 4.660 -3.750  -0.06
C -1.867 4.276 -4.018  -0.05
C -2.528 3.394 -3.173  -0.05
C -1.893 2.895 -2.046  -0.08
C -0.130 3.694 1.126  -0.34
C -1.342 4.379 1.174  -0.06
C -1.698 5.056 2.331  -0.04
C -0.852 5.045 3.429  -0.04
C 0.359 4.359 3.382  -0.05
C 0.720 3.676 2.236  -0.09
H 2.078 -0.461 -1.390  0.10
H 1.208 0.619 -2.265  0.13
H 4.343 0.388 -1.461  0.13
H 5.856 2.254 -0.881  0.12
H 4.941 4.431 -0.165  0.12
H 2.496 4.728 0.076  0.12
H 1.110 4.462 -2.429  0.10
H -0.047 5.341 -4.414  0.11
H -2.372 4.663 -4.893  0.12
H -3.543 3.089 -3.390  0.12
H -2.410 2.211 -1.387  0.10
H -2.009 4.378 0.322  0.11
H -2.643 5.579 2.375  0.12
H -1.136 5.571 4.330  0.12
H 1.015 4.352 4.242  0.12
H 1.653 3.126 2.210  0.10
O -3.196 1.524 2.201  0.11
C -2.125 1.134 1.808  -0.55
O -1.845 1.079 0.514  -0.24
C -1.049 0.736 2.787  -0.19
C -1.358 0.623 4.158  0.03
C -0.346 0.318 5.016  0.02
C 0.970 0.140 4.524  -0.14
C 2.071 -0.155 5.364  -0.02
C 3.321 -0.301 4.837  -0.06
C 3.528 -0.161 3.445  -0.06
C 2.483 0.113 2.611  -0.02
C 1.181 0.269 3.136  -0.21
N 0.148 0.564 2.299  0.10
H -2.378 0.778 4.478  0.13
H -0.533 0.208 6.078  0.13
H 1.904 -0.265 6.428  0.12
H 4.159 -0.530 5.480  0.11
H 4.525 -0.277 3.041  0.11
H 2.630 0.208 1.541  0.09
C -0.942 -4.044 1.624  -0.09
C -0.193 -4.263 0.300  -0.61
C 1.319 -4.218 0.572  -0.10
C -0.548 -5.637 -0.282  -0.08
Si -0.675 -2.873 -0.863  0.50
O -0.035 -1.502 -0.218  -0.47
C -2.530 -2.812 -1.099  -0.22
C -3.268 -1.694 -0.707  -0.08
C -4.644 -1.626 -0.884  -0.08
C -5.317 -2.689 -1.467  -0.08
C -4.608 -3.812 -1.870  -0.08
C -3.235 -3.870 -1.689  -0.11
C 0.150 -3.019 -2.555  -0.20
C 1.532 -2.799 -2.647  -0.13
C 2.199 -2.814 -3.863  -0.09
C 1.490 -3.042 -5.036  -0.09
C 0.122 -3.256 -4.975  -0.08
C -0.536 -3.241 -3.750  -0.08
H -0.646 -4.794 2.363  0.09
H -2.023 -4.118 1.490  0.08
H -0.719 -3.059 2.045  0.07
H 1.586 -4.952 1.339  0.09
H 1.632 -3.234 0.930  0.07
H 1.895 -4.466 -0.323  0.07
H -0.147 -6.433 0.352  0.09
H -0.130 -5.776 -1.283  0.08
H -1.628 -5.785 -0.334  0.07
H -2.766 -0.852 -0.249  0.06
H -5.187 -0.746 -0.562  0.10
H -6.390 -2.645 -1.606  0.10
H -5.127 -4.646 -2.326  0.11
H -2.709 -4.759 -2.017  0.10
H 2.105 -2.640 -1.736  0.08
H 3.272 -2.663 -3.901  0.10
H 2.003 -3.059 -5.988  0.10
H -0.438 -3.431 -5.885  0.11
H -1.608 -3.396 -3.733  0.09

***

# 4
The following is a quantum chemistry calculation of a structure of composition C70H50IN4OP2S3Y, from OMol25.

Calculated values
Net charge = 0

Each line ends with the Löwdin charge.
CARTESIAN COORDINATES (ANGSTROEM)
Y 0.519 -0.207 -0.263  0.91
O -0.752 1.637 0.675  -0.64
S -2.055 1.130 1.305  0.92
C -2.346 1.993 2.841  -0.27
C -3.446 2.810 2.965  -0.05
C -3.828 3.427 4.174  0.00
C -3.071 3.188 5.276  -0.15
C -3.202 3.701 6.688  -0.10
C -2.080 2.980 7.475  -0.10
C -1.354 2.161 6.439  -0.15
C -0.274 1.337 6.553  0.01
C 0.168 0.681 5.395  -0.08
C -0.422 0.789 4.147  -0.26
P 0.496 -0.146 2.832  1.08
C 0.783 -1.774 3.593  -0.38
C -0.050 -2.308 4.573  -0.10
C 0.165 -3.594 5.047  -0.09
C 1.202 -4.362 4.540  -0.07
C 2.017 -3.847 3.542  -0.06
C 1.805 -2.564 3.064  -0.15
C 2.068 0.785 3.051  -0.37
C 3.227 0.278 3.621  -0.08
C 4.332 1.101 3.807  -0.08
C 4.283 2.437 3.440  -0.09
C 3.125 2.948 2.866  -0.10
C 2.030 2.125 2.660  -0.11
C -1.547 1.660 3.999  -0.11
C -1.964 2.314 5.180  -0.08
C -3.294 1.780 0.232  -0.39
C -3.301 3.132 -0.031  -0.10
C -4.299 3.737 -0.818  -0.01
C -5.307 2.941 -1.294  -0.15
C -6.522 3.266 -2.130  -0.09
C -7.268 1.912 -2.297  -0.09
C -6.355 0.891 -1.659  -0.15
C -6.404 -0.468 -1.586  0.00
C -5.313 -1.153 -0.996  -0.04
C -4.228 -0.532 -0.415  -0.29
P -2.670 -1.495 -0.074  1.02
C -2.926 -2.897 -1.217  -0.39
C -3.510 -4.113 -0.868  -0.09
C -3.695 -5.102 -1.823  -0.07
C -3.317 -4.882 -3.140  -0.07
C -2.751 -3.668 -3.500  -0.07
C -2.551 -2.686 -2.543  -0.13
C -3.023 -2.157 1.601  -0.36
C -2.458 -3.346 2.065  -0.12
C -2.724 -3.796 3.351  -0.09
C -3.525 -3.056 4.207  -0.09
C -4.072 -1.859 3.767  -0.08
C -3.833 -1.423 2.472  -0.11
C -4.237 0.898 -0.367  -0.20
C -5.266 1.555 -1.061  -0.11
H -4.070 2.987 2.105  0.09
H -4.702 4.065 4.196  0.12
H -4.193 3.492 7.093  0.12
H -3.074 4.784 6.710  0.12
H -2.487 2.335 8.257  0.12
H -1.408 3.685 7.965  0.12
H 0.242 1.183 7.492  0.12
H 1.040 0.045 5.489  0.11
H -0.881 -1.732 4.960  0.10
H -0.493 -3.999 5.807  0.10
H 1.364 -5.367 4.909  0.10
H 2.812 -4.445 3.116  0.10
H 2.429 -2.187 2.262  0.07
H 3.283 -0.759 3.924  0.10
H 5.232 0.691 4.249  0.11
H 5.143 3.075 3.593  0.10
H 3.078 3.989 2.569  0.11
H 1.133 2.528 2.201  0.10
H -2.516 3.745 0.397  0.13
H -4.262 4.801 -1.013  0.12
H -6.215 3.671 -3.096  0.12
H -7.143 4.024 -1.653  0.12
H -7.459 1.681 -3.345  0.12
H -8.236 1.929 -1.794  0.12
H -7.217 -1.039 -2.019  0.12
H -5.315 -2.233 -1.058  0.11
H -3.819 -4.304 0.151  0.10
H -4.122 -6.052 -1.530  0.11
H -3.443 -5.662 -3.879  0.11
H -2.420 -3.500 -4.517  0.11
H -2.063 -1.763 -2.827  0.02
H -1.812 -3.930 1.424  0.06
H -2.287 -4.730 3.680  0.11
H -3.726 -3.411 5.211  0.10
H -4.703 -1.271 4.422  0.10
H -4.312 -0.511 2.136  0.09
S 0.936 -1.644 -2.514  0.52
C 0.553 -3.037 -1.545  -1.12
S 0.336 -2.844 0.170  0.56
C 0.432 -4.291 -2.106  -0.40
C 0.575 -4.503 -3.508  -0.27
N 0.681 -4.693 -4.640  0.15
C 0.080 -5.418 -1.304  -0.27
N -0.211 -6.326 -0.655  0.15
N 2.612 0.000 0.097  -0.03
C 3.834 -0.293 0.028  -0.33
C 4.396 -1.603 0.496  -0.19
C 3.865 -2.798 0.024  -0.04
C 4.349 -4.011 0.494  -0.07
C 5.359 -4.034 1.446  -0.10
C 5.900 -2.842 1.913  -0.08
C 5.433 -1.631 1.426  -0.04
C 4.846 0.656 -0.562  -0.18
C 5.727 0.213 -1.544  -0.02
C 6.599 1.103 -2.156  -0.08
C 6.620 2.436 -1.768  -0.10
C 5.759 2.878 -0.771  -0.09
C 4.871 1.992 -0.178  -0.05
H 3.073 -2.767 -0.712  0.07
H 3.929 -4.936 0.116  0.11
H 5.731 -4.980 1.819  0.10
H 6.694 -2.859 2.650  0.10
H 5.864 -0.698 1.773  0.11
H 5.718 -0.831 -1.837  0.12
H 7.267 0.754 -2.933  0.10
H 7.311 3.127 -2.235  0.10
H 5.781 3.914 -0.454  0.10
H 4.184 2.326 0.590  0.09
I -1.943 1.290 -3.085  1.08
C 0.009 2.027 -3.131  -0.76
C 0.401 2.807 -4.208  -0.13
C 1.700 3.285 -4.226  -0.05
C 2.544 2.976 -3.172  -0.03
C 2.056 2.191 -2.144  -0.11
N 0.803 1.711 -2.117  -0.05
H -0.294 3.020 -5.007  0.09
H 2.045 3.887 -5.057  0.11
H 3.570 3.315 -3.136  0.11
H 2.672 1.901 -1.307  0.07

***

Orbital gap, record by record: 9.090; 7.589; 6.840; 6.386 eV
Lowest unoccupied orbital energy, record by record: 0.15; -0.22; -3.90; -0.54 eV